Entry 1:
2 unconnected molecules or ions with the total composition C36H33FN3 in a non-equilibrium geometry, computed with the ωB97M-V functional and the def2-TZVPD basis.

Relative energy (zero: lowest compared OMol25 entry of this formula, charge and spin) = 41.0 kcal per mole
Orbital gap = 6.4 eV
Total charge = +1
HOMO level = -11.192 eV
Maximum force = 3.52 eV/A

Geometry as XYZ:
```
73
C36H33FN3 (the ωB97M-V functional and the def2-TZVPD basis)
C -1.427 4.404 3.193
C -1.922 3.165 3.861
N -1.365 1.970 3.529
C -2.074 0.743 3.415
C -3.436 0.492 3.553
C -3.903 -0.738 3.061
C -3.058 -1.670 2.424
C -1.686 -1.430 2.353
C -1.215 -0.212 2.831
C 0.073 0.396 2.679
C -0.003 1.733 3.144
C 1.184 2.448 3.389
C 2.395 1.868 2.937
C 2.402 0.651 2.214
C 1.252 -0.143 2.177
H -1.782 5.288 3.776
H -0.333 4.405 3.142
H -1.771 4.543 2.155
H -2.994 3.130 4.139
H -4.094 1.257 3.972
H -4.959 -0.969 3.147
H -3.502 -2.571 2.008
H -0.946 -2.123 1.969
H 1.198 3.394 3.961
H 3.358 2.369 3.129
H 3.326 0.330 1.730
H 1.208 -1.158 1.801
F 0.640 8.228 2.952
C 0.962 8.094 4.337
C 2.262 8.871 4.629
C 2.962 9.494 3.595
C 4.292 9.893 3.781
C 4.848 9.836 5.062
C 4.086 9.361 6.137
C 2.787 8.886 5.927
C -0.243 8.576 5.129
C -0.143 9.614 6.056
C -1.282 10.017 6.759
C -2.511 9.398 6.521
C -2.610 8.397 5.538
C -1.480 8.012 4.822
C 1.155 6.562 4.544
C 2.486 6.125 3.864
C 3.414 5.664 4.994
C 2.582 5.629 6.288
N 1.206 6.079 5.953
C 0.115 5.282 6.450
C -0.033 3.911 6.166
C -1.351 3.384 6.179
N -2.403 4.117 6.557
C -2.221 5.304 7.171
C -0.948 5.916 7.160
H 2.482 9.623 2.625
H 4.879 10.248 2.927
H 5.873 10.181 5.233
H 4.490 9.369 7.151
H 2.181 8.557 6.774
H 0.808 10.124 6.213
H -1.182 10.825 7.486
H -3.390 9.648 7.125
H -3.561 7.907 5.316
H -1.558 7.317 3.982
H 0.291 6.085 4.045
H 2.249 5.311 3.160
H 2.938 6.936 3.283
H 3.833 4.668 4.769
H 4.253 6.361 5.145
H 2.571 4.627 6.741
H 3.009 6.316 7.038
H 0.791 3.320 5.787
H -1.541 2.314 5.967
H -3.072 5.814 7.645
H -0.747 6.894 7.604
```

***

Entry 2:
A molecular structure, C36H34AsCeN3O6SSbSi in a non-equilibrium geometry, computed with the ωB97M-V functional and the def2-TZVPD basis.

Orbital gap (alpha / beta) = 6.3 / 6.3 eV
Total charge = 0
Spin multiplicity = 2
HOMO level (alpha / beta) = -6.474 / -6.451 eV
Maximum force = 2.51 eV/A

Geometry as XYZ:
```
84
C36H34AsCeN3O6SSbSi (the ωB97M-V functional and the def2-TZVPD basis)
Ce 0.460 -0.203 -0.627
C 2.866 -1.778 1.713
C 1.515 -2.153 2.238
C 1.390 -3.162 3.195
C 0.146 -3.519 3.643
C -0.963 -2.844 3.141
C -0.784 -1.834 2.205
N 0.450 -1.500 1.764
Sb -2.641 -0.764 1.962
C -1.873 1.198 2.274
C -2.617 1.941 3.180
C -2.197 3.219 3.516
C -1.032 3.682 2.956
C -0.324 2.886 2.053
C 0.958 3.399 1.482
N -0.751 1.665 1.691
C -3.072 -0.472 -0.120
C -4.382 -0.808 -0.442
C -4.857 -0.547 -1.714
C -4.009 0.038 -2.629
C -2.707 0.347 -2.252
C -1.760 0.949 -3.243
N -2.256 0.113 -1.011
H 3.634 -2.086 2.421
H 3.065 -2.277 0.764
H 2.943 -0.705 1.537
H 2.281 -3.663 3.549
H 0.025 -4.312 4.370
H -1.956 -3.092 3.492
H -3.511 1.523 3.625
H -2.760 3.825 4.214
H -0.642 4.658 3.207
H 1.304 4.267 2.039
H 1.725 2.628 1.501
H 0.839 3.704 0.443
H -5.019 -1.283 0.291
H -5.868 -0.814 -1.991
H -4.329 0.246 -3.640
H -2.288 1.257 -4.144
H -1.248 1.815 -2.823
H -0.991 0.235 -3.546
O 0.899 2.263 -1.779
As 2.604 2.107 -1.280
O 3.139 3.619 -0.987
O 2.323 0.976 -0.026
C 3.751 1.269 -2.578
C 4.830 2.074 -2.911
C 5.845 1.579 -3.729
C 5.784 0.289 -4.204
C 4.704 -0.533 -3.888
C 3.697 -0.046 -3.077
S 2.318 -1.108 -2.775
O 2.323 -2.128 -3.766
O 2.366 -1.532 -1.359
O 1.180 -0.124 -2.811
H 0.755 3.210 -1.915
H 4.874 3.081 -2.517
H 6.685 2.209 -3.989
H 6.574 -0.090 -4.840
H 4.634 -1.534 -4.286
C -5.061 -4.457 -1.225
C -4.506 -4.086 -2.441
C -3.186 -3.655 -2.513
C -2.371 -3.560 -1.380
C -2.968 -3.930 -0.164
C -4.277 -4.383 -0.080
Si -0.577 -2.923 -1.557
C 0.514 -4.308 -0.834
C 1.610 -4.772 -1.577
C 2.490 -5.720 -1.077
C 2.301 -6.252 0.193
C 1.223 -5.817 0.948
C 0.354 -4.858 0.439
H -6.082 -4.813 -1.174
H -5.100 -4.150 -3.346
H -2.772 -3.398 -3.482
H -2.398 -3.877 0.759
H -4.690 -4.676 0.878
H -0.368 -3.143 -3.018
H 1.777 -4.378 -2.572
H 3.323 -6.051 -1.686
H 2.982 -6.999 0.581
H 1.058 -6.225 1.939
H -0.467 -4.541 1.071
```

***

Entry 3:
A molecular structure, C36H34AuN4O4Te in a non-equilibrium geometry, computed with the ωB97M-V functional and the def2-TZVPD basis.

Relative energy (zero: lowest compared OMol25 entry of this formula, charge and spin) = 47.2 kcal per mole
Orbital gap (alpha / beta) = 6.3 / 5.5 eV
Total charge = 0
Spin multiplicity = 2
HOMO level (alpha / beta) = -7.280 / -7.284 eV
Maximum force = 1.00 eV/A

Geometry as XYZ:
```
80
C36H34AuN4O4Te (the ωB97M-V functional and the def2-TZVPD basis)
Au -1.755 0.737 -0.172
C -4.164 -0.436 3.265
C -3.735 -0.542 1.815
O -3.102 0.473 1.425
C -4.090 -1.701 1.048
C -4.948 -2.656 1.681
C -5.470 -3.732 1.037
C -5.152 -3.925 -0.333
C -4.303 -3.087 -0.975
C -3.685 -1.949 -0.326
O -2.837 -1.282 -0.976
H -3.769 0.495 3.663
H -3.773 -1.273 3.846
H -5.249 -0.430 3.364
H -5.211 -2.511 2.719
H -6.123 -4.421 1.554
H -5.593 -4.758 -0.871
H -4.033 -3.238 -2.013
O -3.154 2.119 -1.788
N -2.511 2.357 -2.817
C -2.249 3.592 -3.203
C -2.775 4.667 -2.419
N -3.206 5.545 -1.817
C -1.485 3.893 -4.373
N -0.887 4.228 -5.296
C 1.459 3.817 4.670
C 1.379 2.835 3.534
C 0.964 1.528 3.740
C 0.877 0.614 2.698
C 0.405 -0.786 3.001
C 1.226 1.036 1.410
Te 0.936 -0.359 -0.141
N -0.036 1.044 -1.318
C 0.312 0.635 -2.526
O 1.357 -0.047 -2.689
C -0.528 0.995 -3.713
C -2.033 1.124 -3.626
C -2.708 1.162 -4.958
C -2.025 1.175 -6.120
C -0.609 1.153 -6.132
C 0.095 1.028 -4.927
C 2.777 -1.438 0.276
C 2.587 -2.765 0.668
C 1.265 -3.506 0.701
C 3.713 -3.482 1.083
C 4.982 -2.937 1.078
C 6.174 -3.732 1.538
C 5.142 -1.633 0.613
C 4.063 -0.877 0.195
C 4.299 0.509 -0.330
C 1.656 2.345 1.163
C 2.041 2.907 -0.184
C 1.719 3.218 2.244
H 1.091 3.381 5.598
H 0.869 4.709 4.453
H 2.489 4.140 4.831
H 0.686 1.208 4.739
H -0.179 -0.798 3.920
H 1.254 -1.465 3.126
H -0.226 -1.188 2.204
H -2.448 0.317 -3.010
H -3.790 1.209 -4.944
H -2.566 1.213 -7.056
H -0.074 1.232 -7.067
H 1.172 0.921 -4.938
H 0.445 -2.976 0.228
H 0.970 -3.717 1.730
H 1.370 -4.462 0.188
H 3.576 -4.508 1.410
H 5.876 -4.702 1.931
H 6.715 -3.197 2.320
H 6.871 -3.897 0.714
H 6.138 -1.205 0.566
H 5.320 0.617 -0.694
H 4.135 1.254 0.452
H 3.627 0.732 -1.157
H 2.175 2.155 -0.954
H 2.969 3.473 -0.098
H 1.262 3.585 -0.540
H 2.039 4.240 2.064
```